ORCA calculation (ωB97M-V/def2-TZVPD) on an isolated molecule of C3H4OS in a non-equilibrium geometry.

Calculated values
HOMO energy (alpha / beta) = -0.3193 / -0.3055 hartree
LUMO level (alpha / beta) = -0.42 / -0.64 eV
Total charge = 0
Orbital gap (alpha / beta) = 8.27 / 7.67 eV
Energy above the lowest of the compared OMol25 structures with the same formula, charge and spin = 247.9 kJ/mol

Cartesian coordinates (Å):
C -2.0155 0.2113 -0.8616
C 0.0835 -0.7533 0.6289
C 1.0954 0.1508 0.0539
O -1.6681 1.3003 -1.0861
S -1.2924 -1.2840 -0.2303
H -0.2699 -0.5984 1.6610
H 2.0451 -0.2354 0.5375
H 0.8262 1.1454 0.3200
H 1.1958 0.0632 -1.0233

Forces on atoms 1 to 3 (eV/Å):
-0.18 1.81 -0.61
-2.34 -0.06 0.11
1.09 -1.93 0.54


ORCA calculation (ωB97M-V/def2-TZVPD) on an isolated molecule of C3H4OS in a non-equilibrium geometry.

Calculated values
HOMO energy = -0.2918 hartree
Structure (SMILES) = C1=CSCO1
LUMO level = 0.65 eV
Total charge = 0
Orbital gap = 8.59 eV
Energy above the lowest of the compared OMol25 structures with the same formula, charge and spin = 328.7 kJ/mol

Cartesian coordinates (Å):
C -0.3120 1.1719 0.0499
C 0.9572 -0.8127 -0.2307
C -0.4022 -1.2540 0.1039
H -0.3170 1.9236 -0.6952
H -0.6525 1.7291 0.9907
H 2.0476 -1.1917 -0.0756
H -0.5638 -2.1407 0.2088
O 1.0144 0.6443 -0.1610
S -1.7717 -0.0698 -0.1909

Forces on atoms 1 to 3 (eV/Å):
-1.22 1.02 0.10
-3.43 1.53 3.33
6.04 10.55 -3.40


ORCA calculation (ωB97M-V/def2-TZVPD) on an isolated molecule of C3H4OS in a non-equilibrium geometry.

Calculated values
HOMO energy = -0.3450 hartree
LUMO level = 0.67 eV
Total charge = 0
Orbital gap = 10.06 eV
Energy above the lowest of the compared OMol25 structures with the same formula, charge and spin = 342.1 kJ/mol

Cartesian coordinates (Å):
C -1.1256 -2.3372 -0.4934
C -0.0995 -1.6855 -0.5267
C 0.7521 0.8146 0.3974
O 2.1223 -1.6971 0.5301
S 1.4106 -0.8391 -0.4881
H -1.9939 -2.9724 -0.6173
H 0.8552 1.7094 -0.3663
H 1.2863 1.0750 1.2684
H -0.3194 0.5954 0.5243

Forces on atoms 1 to 3 (eV/Å):
0.95 0.38 -0.53
-1.86 -0.17 -0.17
-0.95 0.19 -3.68


ORCA calculation (ωB97M-V/def2-TZVPD) on C3H4OS as an isolated structure in a non-equilibrium geometry.

Calculated values
HOMO energy = -0.3251 hartree
LUMO level = -0.34 eV
Total charge = 0
Orbital gap = 8.51 eV
Energy above the lowest of the compared OMol25 structures with the same formula, charge and spin = 288.6 kJ/mol

Cartesian coordinates (Å):
C -0.2516 -0.3115 -0.1652
C 0.4498 0.5694 -1.2581
C 1.2780 1.5176 -0.8809
H -0.8232 -1.2110 -1.7308
H 0.3439 0.3728 -2.3443
H 1.4366 1.5173 0.2319
H 1.5803 2.3245 -1.7119
O -1.3644 -0.9028 -0.6146
S -0.0300 -0.4021 1.5186

Forces on atoms 1 to 3 (eV/Å):
-0.13 1.20 1.78
-0.06 -1.80 0.82
0.24 1.96 -0.57


ORCA calculation (ωB97M-V/def2-TZVPD) on an isolated molecule of C3H4OS in a non-equilibrium geometry.

Calculated values
HOMO energy (alpha / beta) = -0.2994 / -0.2725 hartree
LUMO level (alpha / beta) = -0.63 / -0.82 eV
Total charge = 0
Orbital gap (alpha / beta) = 7.52 / 6.60 eV
Energy above the lowest of the compared OMol25 structures with the same formula, charge and spin = 424.8 kJ/mol

Cartesian coordinates (Å):
C -0.7216 0.1027 0.0922
C -1.4078 -1.0009 0.1257
C 0.1926 1.1061 0.0459
O 2.6432 -0.5605 -0.6406
S 1.9168 0.0353 0.4879
H -0.7874 -1.9231 0.2128
H -2.3926 -0.9889 -0.1636
H 0.1225 1.4129 -0.9499
H 0.4344 1.8165 0.7895

Forces on atoms 1 to 3 (eV/Å):
0.00 -0.80 1.65
3.39 -0.12 -0.05
-0.15 -0.90 -0.30


ORCA calculation (ωB97M-V/def2-TZVPD) on an isolated molecule of C3H4OS2 in a non-equilibrium geometry.

Calculated values
HOMO energy = -0.3451 hartree
Structure (SMILES) = C#CC[S@H](=O)=S
LUMO level = 0.32 eV
Total charge = 0
Orbital gap = 9.71 eV
Energy above the lowest of the compared OMol25 structures with the same formula, charge and spin = 454.0 kJ/mol

Cartesian coordinates (Å):
C -1.3269 -1.5948 0.0524
C -0.6585 -0.6214 -0.0124
C 0.3576 0.6408 -0.3075
O 2.9686 1.3729 -0.1590
S 2.6171 -1.4060 0.0398
S 2.0079 0.3866 0.3144
H -2.1374 -2.2754 -0.1623
H 0.0184 1.4195 0.2620
H 0.4040 0.8321 -1.3708
H 1.7436 0.7518 1.5021

Forces on atoms 1 to 3 (eV/Å):
-1.99 -1.24 -0.61
3.99 4.21 -0.93
-1.83 -4.69 -0.18


ORCA calculation (ωB97M-V/def2-TZVPD) on an isolated molecule of C3H4OS2 in a non-equilibrium geometry.

Calculated values
HOMO energy = -0.3387 hartree
Structure (SMILES) = O=CC(=S)CS
LUMO level = -1.64 eV
Total charge = 0
Orbital gap = 7.57 eV
Energy above the lowest of the compared OMol25 structures with the same formula, charge and spin = 165.2 kJ/mol

Cartesian coordinates (Å):
C 0.3726 -0.5013 0.9246
C -0.6981 0.1833 0.2260
C -0.2615 1.6417 -0.1812
H 2.1347 0.3113 -0.5985
H 0.0450 -1.4090 1.5349
H 0.9503 0.1568 1.5927
H -1.0720 2.2107 -0.7143
O 0.8619 1.9705 0.0729
S 1.7522 -0.9714 -0.3278
S -2.0917 -0.5896 -0.1856

Forces on atoms 1 to 3 (eV/Å):
2.03 -1.33 1.33
-1.05 0.06 -0.90
-1.20 -1.63 0.06


ORCA calculation (ωB97M-V/def2-TZVPD) on C3H4OS2 as an isolated structure in a non-equilibrium geometry.

Calculated values
HOMO energy = -0.3167 hartree
LUMO level = 0.01 eV
Total charge = 0
Orbital gap = 8.63 eV
Energy above the lowest of the compared OMol25 structures with the same formula, charge and spin = 299.3 kJ/mol

Cartesian coordinates (Å):
C 1.4861 -0.1529 -0.1222
C -0.5439 0.7388 -0.4251
C -0.9893 -0.5014 0.4008
H -1.4062 1.5130 -0.0932
H -0.3441 0.5050 -1.4999
H -0.6165 -0.1762 1.6669
H -2.0217 -1.1223 0.2520
O 0.9001 1.0943 0.0310
S 3.1836 -0.3512 0.0096
S 0.3518 -1.5471 -0.2199

Forces on atoms 1 to 3 (eV/Å):
3.00 0.31 1.23
-2.21 1.86 1.59
1.36 -0.35 2.15